No. 1
Density functional theory data (wB97M-V/def2-TZVPD) for 2 unconnected molecules or ions with the total composition C4H8OS2 at a distorted geometry.

**Spin multiplicity**: 1
**Frontier orbital gap**: 0.203 Ha
**E_LUMO**: -3.43 eV
**Energy above the lowest of the compared OMol25 structures with the same formula, charge and spin**: 506.8 kJ/mol
**Max |F|**: 0.07495 hartree/bohr

XYZ file:
```
15
Properties=species:S:1:pos:R:3:mulliken_charge:R:1
C 0.2752 -0.8251 -0.6890 0.485
C -0.4033 -1.5709 0.4164 -0.041
O -0.0300 -2.5935 0.8636 -0.427
C 1.6444 -0.4028 -0.2197 -1.359
S 2.5354 0.7246 -1.3919 0.039
S 0.2305 2.0283 0.3637 -0.110
C -1.5164 1.6776 0.3146 -0.740
H 0.4262 -1.5164 -1.5529 0.318
H -0.2624 0.1968 -0.6793 -0.142
H -1.2470 -1.0765 0.9140 0.192
H 2.3965 -1.1668 -0.3529 0.433
H 1.7295 -0.3646 0.8675 0.469
H -1.8126 0.7082 0.6585 0.169
H -2.0347 1.8942 -0.5913 0.344
H -1.9313 2.2870 1.0787 0.371
```

=====

No. 2
Density functional theory data (wB97M-V/def2-TZVPD) for a single C2H3F3S molecule at a distorted geometry.

**Spin multiplicity**: 1
**Frontier orbital gap**: 0.385 Ha
**Structure (SMILES)**: FC(F)[C@@H](F)S
**E_LUMO**: 0.77 eV
**Energy above the lowest of the compared OMol25 structures with the same formula, charge and spin**: 167.9 kJ/mol
**Max |F|**: 0.09821 hartree/bohr

XYZ file:
```
9
Properties=species:S:1:pos:R:3:mulliken_charge:R:1
C -0.7579 0.3757 0.3521 0.173
C 0.5397 0.2785 -0.5767 -0.070
F -0.3674 0.2805 1.6108 -0.210
F -1.5982 -0.6796 0.1645 -0.232
F 1.2697 1.4840 -0.5208 -0.252
S 1.4521 -1.2574 0.2054 -0.183
H -1.1431 1.3888 0.1260 0.266
H 0.1332 0.1373 -1.5232 0.392
H 0.4719 -2.0077 0.1619 0.116
```